(1)
Here is a 2-piece molecular cluster, C3H3ClS overall at a distorted geometry from OMol25. Energies are from ωB97M-V with the def2-TZVPD basis set.

The value obtained for the energy relative to the best compared isomer or geometry (same formula, charge and spin) is 458.1 kJ/mol. As for the total charge: 0. As for the spin multiplicity: 3. The calculation puts the HOMO energy (spin up / spin down) at -7.474 / -9.943 eV. For the orbital gap (spin up / spin down), the calculation gives 6.87 / 8.58 eV. The LUMO energy (spin up / spin down) comes out at -0.605 / -1.364 eV.

XYZ file:
```
8
Properties=species:S:1:pos:R:3:forces:R:3:lowdin_charge:R:1
C 0.9701 0.8662 0.4214 0.522 -0.914 -1.124 -0.34
C 3.0593 0.2959 -0.3586 -1.339 2.600 -0.081 -0.64
C -1.5663 0.0454 0.0237 -1.604 -0.296 0.501 -0.41
S 0.1448 -0.1410 -0.6331 -0.123 1.237 0.894 0.70
Cl 3.1395 -1.2706 -0.0639 0.509 -2.518 0.470 0.51
H -1.8328 -1.0272 0.3738 -0.030 1.864 -0.889 0.06
H -2.3343 0.5462 -0.7117 1.670 -1.406 1.148 0.07
H -1.5801 0.6851 0.9484 0.394 -0.568 -0.918 0.04
```
Positions in Å, forces in eV/Å.

---

(2)
Here is C30H55IrN4O2P2 as an isolated structure at a distorted geometry from OMol25. Energies are from ωB97M-V with the def2-TZVPD basis set.

As for the total charge: +3. As for the spin multiplicity: 6. The calculation puts the HOMO energy (spin up / spin down) at -15.031 / -16.881 eV. For the orbital gap (spin up / spin down), the calculation gives 5.94 / 3.41 eV. The LUMO energy (spin up / spin down) comes out at -9.094 / -13.467 eV.

XYZ file:
```
94
Properties=species:S:1:pos:R:3:forces:R:3:lowdin_charge:R:1
C 0.5791 2.6890 0.9230 0.131 -0.565 -0.001 -0.26
C 0.1249 2.4210 -1.3358 -0.818 -1.856 -1.052 -0.25
C 0.3873 4.0676 0.8227 -0.088 0.386 -0.151 0.07
C -0.2305 3.7643 -1.4843 -0.028 0.729 -0.214 0.08
C -0.1162 4.5941 -0.3644 -0.090 0.053 -0.393 0.04
H 0.6165 4.6847 1.6840 -0.037 0.105 -0.163 0.15
H -0.5896 4.1104 -2.4549 0.229 0.135 0.282 0.15
H -0.3829 5.6462 -0.4294 0.070 -0.181 -0.031 0.14
N 0.2018 1.9066 -0.0992 1.256 -1.682 0.805 -0.01
P 0.7400 0.2599 2.2437 0.651 1.024 2.081 1.10
P -1.0236 -0.0993 -2.1589 -3.485 -0.188 -1.059 1.18
C 1.2690 2.0359 2.0865 -0.567 0.406 -0.658 -0.20
H 2.3640 2.0581 1.9493 -0.409 0.011 -0.322 0.11
H 1.0898 2.6266 2.9905 -0.031 -0.382 -0.106 0.09
C -0.1302 -2.0781 0.4044 -1.297 -6.183 1.331 -0.35
O -0.2953 -3.2100 0.6490 0.772 4.136 -0.887 0.15
C 0.3705 1.4023 -2.4062 1.094 3.128 1.241 -0.23
H 0.2958 1.8570 -3.3846 0.082 -0.166 -0.192 0.10
C -0.8026 -0.9104 -3.8815 0.641 0.062 -1.273 -0.60
C -2.7883 -0.5083 -1.5821 -0.295 -1.011 0.850 -0.68
C 2.3942 -0.5236 2.7293 0.177 -0.600 -0.309 -0.66
C -0.4184 0.4374 3.7567 -0.561 -0.467 0.005 -0.64
C 0.1121 -2.1123 -3.6213 0.194 -0.195 0.313 -0.06
H -0.3818 -2.8781 -3.0102 0.096 0.072 -0.157 0.09
H 0.3867 -2.5579 -4.5905 -0.095 0.100 0.261 0.12
H 1.0339 -1.8062 -3.1073 -0.157 -0.257 -0.275 0.05
C -2.0760 -1.3500 -4.6312 -0.563 -0.017 0.128 -0.06
H -2.6772 -2.1126 -4.1338 0.134 0.322 -0.239 0.07
H -2.7104 -0.4929 -4.8908 0.235 -0.284 0.010 0.10
H -1.7537 -1.8007 -5.5836 0.102 0.179 0.359 0.12
C -0.1229 0.0412 -4.8834 0.255 0.055 0.067 -0.08
H -0.0825 -0.4506 -5.8647 -0.031 0.076 0.302 0.12
H -0.6967 0.9696 -5.0071 0.162 -0.193 -0.058 0.11
H 0.9110 0.2678 -4.6114 -0.264 -0.032 -0.104 0.05
C -2.9362 -2.0426 -1.5643 -0.067 -0.211 0.102 -0.06
H -2.2671 -2.4930 -0.8190 -0.340 0.067 -0.121 0.06
H -3.9741 -2.2773 -1.2796 0.301 -0.012 -0.016 0.12
H -2.7383 -2.5243 -2.5273 -0.134 0.155 0.556 0.06
C -2.9015 -0.0063 -0.1317 -0.177 0.130 -0.471 -0.11
H -1.9467 -0.2073 0.4312 -0.563 0.042 0.157 -0.02
H -3.1102 1.0718 -0.0941 0.122 -0.239 0.106 0.10
H -3.6819 -0.5750 0.3948 0.290 0.239 -0.022 0.11
C -3.8539 0.1667 -2.4416 0.080 0.215 -0.283 -0.06
H -3.9643 -0.2779 -3.4330 -0.013 0.112 0.340 0.07
H -4.8149 0.0453 -1.9233 0.167 0.077 -0.049 0.12
H -3.6533 1.2396 -2.5530 -0.156 -0.148 0.018 0.09
C -0.5524 -0.9127 4.4693 -0.113 -0.251 0.092 -0.08
H -1.3512 -0.8101 5.2203 0.206 -0.081 -0.239 0.11
H -0.8593 -1.7042 3.7733 0.095 0.101 0.205 0.07
H 0.3595 -1.2034 5.0076 -0.292 0.129 -0.147 0.08
C -1.7977 0.8573 3.2316 -0.306 -0.221 -0.244 -0.09
H -1.7502 1.7017 2.5301 0.003 -0.002 0.115 0.08
H -2.3109 0.0081 2.7589 0.155 0.300 0.069 0.05
H -2.4127 1.1713 4.0886 0.204 -0.024 -0.237 0.11
C 0.0243 1.4895 4.7939 0.470 0.192 -0.096 -0.06
H -0.5946 1.3443 5.6920 0.110 -0.039 -0.335 0.12
H 1.0685 1.3927 5.1082 -0.306 0.108 -0.044 0.07
H -0.1559 2.5158 4.4518 -0.013 -0.202 0.129 0.09
C 3.3850 -0.3284 1.5643 -0.055 -0.050 -0.130 -0.09
H 3.7253 0.7116 1.4734 0.017 -0.256 0.003 0.08
H 4.2708 -0.9541 1.7565 -0.271 0.254 -0.054 0.12
H 2.9482 -0.6411 0.6028 0.321 0.028 0.368 0.04
C 2.2123 -2.0317 2.9577 -0.099 -0.108 0.082 -0.07
H 1.8450 -2.5351 2.0573 0.166 -0.016 0.120 0.07
H 3.1942 -2.4559 3.2103 -0.270 0.052 -0.106 0.11
H 1.5280 -2.2582 3.7822 0.242 0.032 -0.259 0.07
C 2.9742 0.1183 3.9987 -0.103 0.174 0.236 -0.05
H 3.0968 1.2060 3.9115 -0.011 -0.233 0.069 0.09
H 2.3883 -0.1073 4.8990 0.179 0.028 -0.315 0.09
H 3.9781 -0.3025 4.1629 -0.258 0.055 -0.161 0.12
Ir 0.1152 -0.3144 0.0105 1.263 2.235 1.614 1.13
N 1.6209 -0.3004 -1.3025 -0.440 1.270 -0.078 0.05
C 1.6131 0.6595 -2.1546 2.294 -0.191 -0.684 -0.34
C 2.9922 1.0210 -2.7710 -0.142 -0.459 -0.720 -0.52
C 2.9160 1.6712 -4.1490 0.063 0.011 -0.184 -0.02
C 3.6430 2.0361 -1.8300 -0.266 0.302 0.755 -0.01
C 3.7753 -0.2927 -2.8249 -0.068 -0.244 -0.119 -0.01
H 2.6693 0.9393 -4.9281 0.098 0.348 0.115 0.09
H 2.2000 2.5030 -4.1504 0.141 -0.121 -0.185 0.10
H 3.9010 2.0992 -4.3882 -0.319 -0.181 0.017 0.12
H 3.7168 1.6566 -0.7997 0.063 0.069 -0.262 0.08
H 4.6521 2.2864 -2.1890 -0.329 -0.182 0.060 0.12
H 3.0528 2.9636 -1.8182 0.210 -0.071 0.040 0.10
H 4.7978 -0.1383 -3.1739 -0.095 0.012 0.052 0.12
H 3.7937 -0.7809 -1.8422 0.224 0.132 -0.046 0.09
H 3.2720 -0.9941 -3.5016 0.221 0.111 -0.017 0.09
N -4.3633 -2.6979 3.9710 0.595 0.093 -0.916 0.17
C -3.4643 -2.9061 2.9441 -0.337 -0.580 0.600 -0.62
N -3.2943 -4.2331 2.6285 0.430 0.807 -0.229 0.17
O -2.8413 -1.9979 2.3774 -0.251 -0.351 0.018 -0.05
H -5.0355 -3.4311 4.1561 0.031 0.309 0.101 0.12
H -4.6649 -1.7432 4.0817 -0.153 -0.121 0.110 0.11
H -2.4793 -4.4243 2.0576 -0.328 -0.153 0.217 0.10
H -3.5568 -4.9219 3.3129 0.048 -0.163 -0.089 0.11
```
Positions in Å, forces in eV/Å.

---

(3)
Here is one molecule with the formula C19H14N2OS at a distorted geometry from OMol25. Energies are from ωB97M-V with the def2-TZVPD basis set.

The structure (SMILES) is Cc1ccccc1Oc1nnc(-c2cccs2)c2ccccc12. As for the total charge: 0. The calculation puts the HOMO energy at -8.048 eV. For the orbital gap, the calculation gives 7.18 eV. The LUMO energy comes out at -0.873 eV.

XYZ file:
```
37
Properties=species:S:1:pos:R:3:forces:R:3:lowdin_charge:R:1
C 4.0256 1.1427 -1.9202 -1.700 1.137 -5.697 -0.11
C 3.9526 0.6719 -0.5958 -4.701 -0.091 3.898 -0.18
C 5.0143 0.3005 0.1428 -6.730 -0.349 3.764 -0.03
C 4.7233 -0.2430 1.4499 -0.930 0.401 -1.046 -0.05
C 3.4341 -0.3281 1.8920 1.001 0.526 3.528 -0.09
C 2.2823 0.2329 1.3578 0.630 -0.656 0.091 -0.09
C 2.4386 0.5960 0.1586 4.533 4.366 -10.965 -0.08
O 1.4904 1.2557 -0.9036 1.198 -2.711 3.312 -0.01
C 0.1699 0.9526 -0.5923 1.825 -4.784 0.499 -0.37
N -0.5371 1.9052 -0.3745 -3.260 5.542 0.425 0.07
N -1.9207 1.9870 -0.1630 -0.020 -6.186 -0.716 0.11
C -2.5124 0.6903 -0.1689 4.529 2.112 0.820 -0.10
C -1.5989 -0.7855 -0.2731 2.009 17.716 -1.152 -0.19
C -2.0855 -1.8248 0.0411 -8.128 -15.559 2.297 -0.11
C -1.2863 -3.0057 -0.2915 -5.915 0.526 3.502 -0.02
C -0.0024 -2.8417 -0.3824 4.051 -2.792 -1.845 -0.18
C 0.6205 -1.7102 -0.5788 1.454 10.359 -0.147 0.04
C -0.2774 -0.4804 -0.3515 4.801 -1.933 -3.500 -0.02
H 1.7295 -1.2990 -0.9458 -2.916 -2.323 1.292 0.18
H 0.6710 -3.6237 -0.5462 0.433 -2.033 -0.093 0.11
H -1.7082 -3.9945 -0.1254 -0.012 0.183 -0.197 0.12
H -3.2561 -1.9774 0.4267 3.587 0.314 -1.200 0.10
C -3.8464 0.7620 0.1998 -2.314 -2.506 0.467 -0.36
C -4.5697 1.7927 0.8078 2.054 -2.300 -3.726 -0.11
C -5.9042 1.7497 0.4287 -2.718 -2.510 4.250 -0.16
C -6.2155 0.3937 0.1807 -0.739 0.699 -1.780 -0.42
S -4.9611 -0.7812 -0.3030 -0.561 5.267 1.589 0.97
H -7.2555 0.1411 0.0659 -0.153 -0.543 0.123 0.05
H -6.6626 2.2920 1.1442 1.071 -0.580 -2.237 0.15
H -3.9506 2.5862 1.0244 0.874 1.989 1.018 0.08
H 1.3643 0.4947 1.6984 -2.590 -0.212 2.354 0.11
H 3.2224 -0.4892 2.9394 0.775 -0.891 0.381 0.11
H 5.5360 -0.5375 2.0707 0.327 -0.410 0.445 0.09
H 5.8188 0.0424 -0.2925 6.334 -0.835 -2.944 0.04
H 3.3133 0.4916 -2.6725 2.041 1.246 1.673 0.14
H 5.0528 1.2523 -2.2800 0.089 -0.958 -0.045 0.08
H 3.6908 2.1886 -2.2683 -0.232 -1.223 1.560 0.11
```
Positions in Å, forces in eV/Å.